1.
Density functional theory data (ωB97M-V/def2-TZVPD) for a cluster of 7 separate species, C30H72N2O4 in total.

Computed properties:
- gap between HOMO and LUMO (hartree) = 0.3429
- SMILES = CC(N)=O.CC(N)=O.CCCCCC.CCCCCC.CCCCCC.CCCCCC.OCCO
- energy (Ha) = -1596.625969
- highest occupied orbital energy (eV) = -9.0

Each line ends with the Mulliken charge.
Positions of all 108 atoms, in Å:
C (3.151, -6.347, 2.602)  -1.517
C (2.230, -5.984, 1.512)  0.103
C (1.593, -4.627, 1.904)  -0.358
C (0.118, -4.477, 1.585)  -0.672
C (-0.321, -4.579, 0.041)  0.563
C (-1.658, -3.943, -0.365)  -1.390
H (2.579, -6.463, 3.523)  0.374
H (4.034, -5.743, 2.812)  0.313
H (3.664, -7.296, 2.451)  0.421
H (2.681, -5.983, 0.519)  -0.024
H (1.403, -6.663, 1.305)  0.309
H (1.975, -3.737, 1.404)  0.135
H (1.712, -4.430, 2.970)  0.399
H (-0.281, -5.233, 2.261)  0.401
H (-0.274, -3.521, 1.932)  0.031
H (0.385, -3.924, -0.469)  -0.615
H (-0.223, -5.585, -0.366)  0.539
H (-1.958, -3.037, 0.162)  0.142
H (-1.536, -3.544, -1.372)  0.346
H (-2.432, -4.709, -0.393)  0.459
C (-4.096, 3.595, -3.054)  -1.146
C (-3.729, 2.171, -3.486)  -0.617
C (-3.941, 1.111, -2.357)  0.479
C (-3.797, -0.285, -2.826)  -0.929
C (-4.345, -1.305, -1.827)  0.256
C (-4.408, -2.664, -2.464)  -1.533
H (-3.811, 4.238, -3.887)  0.386
H (-3.612, 4.120, -2.231)  0.171
H (-5.143, 3.767, -2.802)  0.342
H (-4.398, 1.859, -4.288)  0.333
H (-2.731, 2.021, -3.897)  0.390
H (-4.920, 1.252, -1.900)  0.340
H (-3.215, 1.263, -1.558)  -0.416
H (-4.294, -0.463, -3.779)  0.441
H (-2.722, -0.459, -2.850)  0.204
H (-3.709, -1.252, -0.944)  -0.113
H (-5.346, -1.024, -1.502)  0.353
H (-3.427, -2.982, -2.818)  0.300
H (-4.552, -3.572, -1.879)  0.424
H (-5.099, -2.711, -3.306)  0.373
C (-1.983, 4.476, 0.651)  -1.261
C (-1.077, 4.660, 1.884)  -0.868
C (0.379, 4.660, 1.489)  0.174
C (0.822, 6.059, 0.917)  -0.766
C (2.322, 6.324, 1.069)  -0.399
C (2.994, 6.055, 2.408)  -1.213
H (-1.850, 3.538, 0.113)  0.259
H (-1.709, 5.099, -0.201)  0.480
H (-3.008, 4.727, 0.925)  0.399
H (-1.322, 5.606, 2.366)  0.420
H (-1.169, 3.849, 2.606)  0.319
H (0.656, 3.825, 0.845)  0.116
H (0.892, 4.497, 2.436)  0.160
H (0.480, 6.258, -0.099)  0.315
H (0.338, 6.792, 1.562)  0.314
H (2.937, 5.688, 0.431)  0.239
H (2.446, 7.349, 0.718)  0.345
H (4.071, 6.109, 2.250)  0.382
H (2.540, 6.675, 3.181)  0.362
H (2.962, 5.094, 2.923)  0.231
C (4.251, 0.512, -1.622)  -1.078
C (3.005, -0.102, -2.278)  0.337
C (3.245, -1.404, -3.178)  -0.971
C (3.132, -2.782, -2.429)  0.325
C (2.990, -4.022, -3.297)  -0.589
C (2.831, -5.378, -2.578)  -0.739
H (4.664, -0.030, -0.771)  0.286
H (4.181, 1.560, -1.331)  0.093
H (5.011, 0.545, -2.403)  0.429
H (2.265, -0.277, -1.497)  -0.458
H (2.549, 0.739, -2.801)  0.479
H (4.164, -1.366, -3.763)  0.353
H (2.443, -1.299, -3.909)  0.376
H (4.028, -2.748, -1.810)  0.306
H (2.258, -2.712, -1.781)  -0.339
H (2.029, -3.845, -3.780)  0.291
H (3.780, -4.267, -4.006)  0.333
H (2.413, -6.100, -3.279)  0.380
H (3.751, -5.819, -2.195)  0.361
H (2.009, -5.199, -1.884)  -0.128
C (-0.277, -0.258, 0.579)  -0.123
C (-1.212, 0.452, 1.531)  1.077
O (-1.640, -0.389, 2.593)  -0.724
O (0.896, -0.656, 1.260)  -0.166
H (-0.011, 0.460, -0.197)  0.362
H (-0.818, -1.092, 0.134)  -0.315
H (-2.100, 0.845, 1.036)  -0.795
H (-0.770, 1.266, 2.107)  0.127
H (-0.791, -0.731, 2.883)  0.376
H (1.542, 0.046, 1.362)  0.299
O (-5.439, 3.128, 2.713)  -0.652
C (-4.943, 2.098, 2.394)  0.549
N (-4.169, 1.356, 3.082)  -0.303
C (-5.200, 1.581, 1.001)  -0.481
H (-3.737, 1.726, 3.917)  0.253
H (-3.662, 0.574, 2.692)  0.170
H (-5.715, 0.644, 1.214)  0.392
H (-4.266, 1.374, 0.479)  -0.246
H (-5.946, 2.178, 0.478)  0.375
O (2.299, 1.631, 1.638)  -0.918
C (3.461, 1.627, 1.982)  0.837
N (4.394, 2.190, 1.288)  -0.254
C (3.982, 0.905, 3.211)  -1.454
H (5.354, 2.123, 1.597)  0.192
H (4.213, 2.534, 0.356)  0.221
H (4.528, 1.671, 3.762)  0.437
H (4.624, 0.069, 2.931)  0.402
H (3.142, 0.446, 3.732)  0.319


2.
Density functional theory data (ωB97M-V/def2-TZVPD) for a cluster of 2 separate species, C6H11NO in total.

Computed properties:
- gap between HOMO and LUMO (hartree) = 0.3643
- energy above the lowest of the compared OMol25 structures with the same formula, charge and spin (kcal per mole) = 22.8
- SMILES = C=C(C)CC.N=C=O
- energy (Ha) = -365.195142
- highest occupied orbital energy (eV) = -9.1

Each line ends with the natural charge from an NBO analysis.
Positions of all 19 atoms, in Å:
C (-0.694, -1.023, 0.273)  -0.441
C (-0.935, 1.129, 1.556)  -0.641
C (-0.426, -1.731, -1.048)  -0.611
C (-0.685, 0.481, 0.226)  0.039
C (-0.490, 1.199, -0.869)  -0.433
H (-1.667, -1.342, 0.663)  0.211
H (0.057, -1.342, 1.004)  0.206
H (-0.856, 2.207, 1.490)  0.214
H (-0.215, 0.775, 2.296)  0.221
H (-1.936, 0.870, 1.915)  0.210
H (-1.178, -1.460, -1.787)  0.203
H (-0.468, -2.808, -0.906)  0.208
H (0.557, -1.468, -1.430)  0.218
H (-0.496, 2.276, -0.841)  0.195
H (-0.317, 0.755, -1.833)  0.196
N (2.359, -0.022, -0.771)  -0.791
C (2.285, 0.564, 0.263)  0.879
O (2.057, 1.039, 1.290)  -0.514
H (3.048, -0.097, -1.493)  0.430


3.
Density functional theory data (ωB97M-V/def2-TZVPD) for a cluster of 2 separate species, C2H3BrNO in total.

Computed properties:
- gap between HOMO and LUMO (hartree) = 0.2551
- energy above the lowest of the compared OMol25 structures with the same formula, charge and spin (kcal per mole) = 72.8
- energy (Ha) = -2781.884767
- highest occupied orbital energy (eV) = -3.3
- total charge = -1

Each line ends with the natural charge from an NBO analysis.
Positions of all 8 atoms, in Å:
C (1.273, -0.456, -0.026)  -0.344
C (-0.233, -0.192, 0.050)  -0.165
N (0.643, 0.750, -0.077)  0.007
O (1.011, 1.996, -0.018)  -0.654
Br (-3.820, -0.275, -0.049)  -0.325
H (1.973, -0.636, 0.669)  0.136
H (1.634, -0.967, -0.947)  0.105
H (-2.480, -0.221, 0.399)  0.240


4.
Density functional theory data (ωB97M-V/def2-TZVPD) for a cluster of 5 separate species, C11H13Cl13IN2O2 in total.

Computed properties:
- gap between HOMO and LUMO (hartree) = 0.3302
- energy (Ha) = -6966.666027
- highest occupied orbital energy (eV) = -12.7
- total charge = +1

Each line ends with the natural charge from an NBO analysis.
Positions of all 42 atoms, in Å:
C (0.894, 1.886, -3.499)  -0.304
C (0.438, 0.940, -2.632)  -0.277
C (1.426, 0.471, -1.546)  0.104
C (1.450, 0.781, -0.140)  -0.039
I (0.040, 2.010, 0.874)  0.329
N (2.607, 0.084, 0.313)  -0.331
C (3.009, 0.162, 1.739)  -0.427
C (3.206, -0.565, -0.713)  0.403
C (4.520, -1.413, -0.664)  -0.134
O (5.641, -0.512, -0.796)  -0.249
O (5.381, 0.383, -1.818)  -0.440
N (2.517, -0.363, -1.896)  -0.340
Cl (2.881, -0.933, -3.453)  0.317
H (0.331, 2.231, -4.394)  0.236
H (1.867, 2.386, -3.263)  0.206
H (-0.580, 0.498, -2.718)  0.251
H (4.091, -0.098, 1.829)  0.245
H (2.782, 1.205, 2.080)  0.244
H (2.351, -0.537, 2.326)  0.251
H (4.569, -1.897, 0.351)  0.239
H (4.529, -2.174, -1.494)  0.234
H (5.191, 1.255, -1.410)  0.468
C (-2.768, -1.128, 0.722)  -0.285
Cl (-3.922, 0.123, 1.198)  0.028
Cl (-3.609, -2.602, 0.240)  0.045
Cl (-1.729, -0.545, -0.591)  -0.032
H (-2.140, -1.357, 1.578)  0.227
C (2.021, 1.795, 5.098)  -0.290
Cl (1.457, 0.136, 4.841)  0.003
Cl (1.523, 2.381, 6.683)  0.054
Cl (3.778, 1.886, 4.922)  0.019
H (1.569, 2.429, 4.341)  0.224
C (-5.136, -5.327, -2.608)  -0.282
Cl (-5.695, -6.982, -2.862)  0.034
Cl (-5.629, -4.741, -1.014)  0.018
Cl (-3.380, -5.227, -2.792)  0.009
H (-5.594, -4.693, -3.361)  0.231
C (-5.890, 3.589, 0.834)  -0.286
Cl (-7.377, 3.598, -0.117)  0.033
Cl (-5.618, 5.167, 1.581)  0.025
Cl (-5.945, 2.319, 2.064)  0.018
H (-5.060, 3.381, 0.166)  0.223


highest occupied orbital energy of number 3 (C2H3BrNO)?
-3.3 eV


Which formula does entry 4 have?
C11H13Cl13IN2O2